[1]
DFT (ωB97M-V with the def2-TZVPD basis set) results for a structure of composition C33H34Cl2N8O3Sc.

Computed properties:
HOMO level (eV): -11.16
Total charge: +1
2S+1: 1

Structure (XYZ):
```
81
Properties=species:S:1:pos:R:3:nbo_charge:R:1
H 4.705 3.747 -6.367 0.248
H 0.652 4.427 -0.628 0.218
H 1.581 4.593 -2.120 0.218
H 4.998 -0.528 -6.187 0.221
C 1.244 3.881 -1.364 -0.596
H -0.999 3.446 -3.502 0.209
H 4.151 1.987 -1.408 0.218
N 0.158 -1.066 -4.643 -0.234
C 4.280 2.780 -6.134 -0.183
H -0.189 -0.255 3.941 0.232
C -0.518 -0.835 -3.548 0.158
C 4.428 0.381 -6.032 -0.186
C 2.235 3.935 -5.373 0.439
H 0.595 3.151 -1.852 0.191
C 2.159 0.842 0.317 -0.275
C 2.993 2.712 -5.612 -0.027
O 1.024 3.848 -4.766 -0.434
H 0.643 2.392 3.487 0.227
C -3.100 6.033 -2.922 -0.206
Sc -0.442 -0.650 -0.268 1.848
C 4.989 1.610 -6.346 -0.186
C -2.464 -1.334 -0.877 -1.253
H -3.098 -1.217 0.010 0.235
N -2.579 2.892 -1.259 -0.150
H -3.796 2.922 -2.936 0.230
N 1.442 -0.953 -4.247 -0.149
H -0.572 7.539 -4.616 0.248
C -3.396 3.635 -2.214 -0.249
H 1.323 3.824 1.625 0.225
H 2.692 1.822 -2.413 0.187
O -0.535 -1.926 1.362 -0.711
C 3.290 2.518 -1.817 -0.606
C 2.423 1.477 -5.310 -0.221
H -4.225 4.050 -1.646 0.249
N 2.546 5.151 -5.663 -0.268
H 5.992 1.652 -6.748 0.232
O 0.719 -2.432 -0.359 -0.718
H -2.978 -0.826 -1.700 0.203
C 3.139 0.310 -5.513 -0.045
C -1.154 6.764 -4.137 -0.157
H 3.307 -1.700 -4.769 0.230
C 0.138 -2.772 0.711 0.761
C -2.374 7.040 -3.546 -0.186
H -4.044 6.266 -2.444 0.224
C 0.624 5.144 -4.718 0.457
N 0.272 -0.551 -2.467 -0.619
H 1.140 -1.343 3.564 0.229
C -1.791 1.848 -1.466 0.237
C 1.232 0.556 2.549 -0.001
C 2.000 2.223 0.371 0.010
C 1.055 1.941 2.590 -0.210
H -1.438 2.411 1.611 0.230
N -2.527 3.260 0.039 -0.237
C -1.401 4.452 -3.504 -0.212
C -1.698 2.401 0.568 0.177
C 1.797 0.021 1.394 -0.234
Cl 0.550 -4.316 2.889 0.039
N 1.495 5.940 -5.234 -0.267
H 1.405 0.048 4.623 0.235
C 1.500 -0.653 -2.957 0.240
H 3.063 3.931 -0.240 0.221
H 1.414 1.449 -4.920 0.220
H 2.143 -1.522 -6.085 0.258
H 2.424 -0.517 -2.424 0.233
H 2.680 0.393 -0.519 0.215
H -2.445 -2.404 -1.112 0.235
H -2.762 8.049 -3.558 0.232
C 2.445 3.171 -0.728 -0.240
H 1.007 -4.735 0.629 0.253
Cl -1.326 -4.971 0.728 0.044
N -1.193 1.503 -0.329 -0.631
C -2.614 4.733 -2.896 0.033
C 1.440 2.750 1.536 -0.183
C 0.881 -0.300 3.732 -0.639
C 0.220 -4.218 1.164 -0.320
C -0.665 5.460 -4.113 -0.101
H -1.593 -0.883 -3.508 0.234
H 2.072 -1.026 1.372 0.226
H 3.665 3.281 -2.500 0.229
C 2.545 -1.045 -5.193 -0.237
H -1.662 1.367 -2.421 0.233
```

=====

[2]
DFT (ωB97M-V with the def2-TZVPD basis set) results for a structure of composition C33H34ClMoN8O4P in a non-equilibrium geometry.

Computed properties:
HOMO level (spin up / spin down) (eV): -13.20 / -13.96
<S²>: 2.018
Total charge: +2
Energy relative to the best compared isomer or geometry (same formula, charge and spin) (kcal per mole): 45.21
2S+1: 3

Structure (XYZ):
```
82
Properties=species:S:1:pos:R:3:lowdin_spin:R:1
C 0.862 3.263 -0.676 0.000
C -2.067 1.294 -3.338 0.001
H -4.693 -2.616 -1.850 0.000
C -0.100 -1.219 3.566 0.012
C 2.242 -0.371 -0.655 0.052
O 0.246 -0.929 4.678 0.014
C 4.386 -1.553 -2.972 0.002
N 1.431 -2.977 1.513 0.008
C -1.839 4.517 2.894 0.000
C -0.815 -3.732 1.244 0.019
H 0.656 -4.671 2.582 0.000
C -1.748 -2.682 -1.544 0.032
C -3.599 2.750 -2.204 0.001
H 0.916 -4.933 0.852 0.000
H 3.824 0.522 -3.203 0.000
C -0.252 -3.881 -2.594 -0.002
H -2.997 2.100 4.959 0.000
H -1.708 5.585 2.842 0.000
H 5.093 -2.022 -0.516 0.000
H -5.783 -0.799 -0.472 0.000
O 0.189 -0.578 2.478 0.054
N -0.552 -2.240 -1.115 0.011
C -2.853 -2.002 -0.991 0.011
C 2.850 2.857 1.221 0.000
C -1.432 3.722 1.839 -0.001
N -1.191 -2.576 1.867 0.037
H -3.792 0.328 0.972 0.000
H 1.547 1.362 2.048 0.000
C -2.569 2.573 4.089 0.001
C 0.379 -2.996 -1.774 0.010
H 4.495 0.240 0.402 0.000
H -0.983 4.182 0.971 0.000
C 0.609 -4.195 1.597 0.000
H -3.269 3.031 -0.109 0.000
H 1.429 -2.864 -1.597 0.001
H 3.909 4.424 0.216 0.000
C 3.012 3.823 0.238 -0.001
C 0.692 2.301 0.317 0.003
H -0.505 -3.359 3.726 -0.001
H 0.088 3.434 -1.411 0.000
Cl -2.546 0.106 3.094 0.017
H 4.575 -1.682 -4.039 0.000
C 1.693 2.100 1.267 -0.001
H -2.315 -4.255 -2.843 0.001
H 2.302 -3.175 1.030 0.000
H 3.947 -2.480 -2.568 0.000
H -4.466 3.391 -2.223 0.000
C -4.736 -1.023 -0.464 -0.001
H 1.685 -2.642 2.442 0.000
N 3.320 -0.130 -1.303 0.029
C 3.417 -0.383 -2.741 0.004
C 4.616 0.095 -0.672 0.004
H 6.521 -0.952 -0.609 0.000
N -4.179 -1.987 -1.251 0.013
C 5.511 -1.117 -0.986 0.001
H -2.681 4.553 4.870 0.000
O 5.626 -1.300 -2.373 0.000
H 2.140 4.790 -1.459 0.000
O -1.484 -4.267 0.380 0.043
C -2.385 3.942 4.033 0.000
C -2.193 1.788 3.011 0.001
P -0.857 1.352 0.522 0.010
H -1.731 0.808 -4.243 0.000
H -0.535 0.411 -2.124 0.003
N 1.209 -0.560 -0.135 0.010
C -2.925 2.545 -1.010 0.001
C -3.166 2.141 -3.370 0.001
C -3.723 -0.460 0.252 0.011
N -1.592 -3.665 -2.460 0.023
Mo -0.498 -1.140 0.683 1.528
H 2.430 -0.593 -3.155 0.000
H -1.934 -2.344 3.804 0.000
C -1.590 2.333 1.879 -0.004
C -0.977 -2.474 3.283 0.016
C 2.020 4.025 -0.707 0.000
H 3.617 2.713 1.966 0.000
C -1.397 1.077 -2.149 0.006
H 0.145 -4.616 -3.263 0.000
H 5.055 0.990 -1.120 0.001
N -2.546 -1.080 -0.058 0.010
C -1.811 1.716 -0.978 0.008
H -3.673 2.332 -4.303 0.000
```

=====

[3]
DFT (ωB97M-V with the def2-TZVPD basis set) results for a structure of composition C33H34MnN2OP2.

Computed properties:
HOMO level (spin up / spin down) (eV): -17.27 / -17.21
<S²>: 6.477
Total charge: +3
2S+1: 5

Structure (XYZ):
```
73
Properties=species:S:1:pos:R:3:lowdin_spin:R:1
C 0.772 -2.901 4.087 0.000
C -1.704 -3.715 -0.673 -0.007
C 0.012 3.678 -0.474 0.013
O -0.788 0.943 2.621 0.055
C 3.770 -0.173 0.706 -0.021
C -1.550 5.460 -0.302 0.009
C -2.430 4.586 0.318 -0.001
H -3.487 1.535 3.172 0.000
C 2.142 -0.260 -3.439 -0.007
H 1.675 -2.937 4.682 0.000
C 1.891 -0.151 -4.796 -0.002
C -0.418 -3.415 4.593 -0.021
H 0.971 3.274 -0.775 0.002
C 5.588 1.357 0.356 -0.037
P -0.365 -1.587 0.430 -0.124
Mn -0.372 0.865 0.613 4.366
C -0.282 0.802 -4.336 0.001
H 0.499 0.470 -6.302 0.000
C -1.567 -2.844 2.560 -0.016
P 1.448 -0.086 -0.789 -0.138
C -2.637 -4.287 -1.521 -0.002
C -1.609 -2.319 -0.601 -0.025
H -3.187 3.260 3.148 0.000
C -2.055 3.271 0.528 0.011
H 1.730 -1.963 2.419 -0.001
C 5.032 0.281 1.040 -0.001
C 1.163 0.150 -2.525 -0.024
H -1.377 1.976 4.332 0.001
H -0.771 2.959 2.998 0.000
C -0.304 4.996 -0.707 0.001
H 1.356 -3.258 -1.611 0.000
H 2.639 -0.471 -5.509 -0.001
C -2.962 2.291 1.227 0.011
C -2.832 2.303 2.758 0.001
H -1.835 6.490 -0.474 0.000
C -3.480 -3.478 -2.277 0.000
H -2.713 -5.363 -1.589 0.000
H 5.338 2.814 -1.203 0.000
C -3.397 -2.094 -2.196 0.001
H 3.090 -0.655 -3.093 0.000
H -3.411 4.918 0.633 0.000
C -1.413 2.118 3.255 0.006
N -0.839 2.826 0.134 0.024
H 6.578 1.706 0.622 -0.002
C 0.685 0.378 -5.240 0.000
H 2.891 -2.639 -0.966 -0.001
H -4.213 -3.933 -2.929 0.000
H -4.066 -1.476 -2.778 0.000
H -2.393 -0.430 -1.306 0.003
H 1.848 -3.624 0.063 0.000
H 5.590 -0.206 1.829 0.000
N 1.184 -1.649 -0.234 -0.005
H -0.817 0.168 3.199 0.003
C 3.632 1.537 -1.025 -0.025
H 0.408 5.645 -1.196 0.000
C -2.457 -1.512 -1.362 0.002
C 4.891 1.985 -0.671 0.000
H -2.503 -3.788 4.235 0.000
C -0.046 0.685 -2.977 0.005
C 0.802 -2.355 2.815 -0.013
C 1.855 -2.870 -0.723 0.000
H -0.797 1.029 -2.272 0.005
C 3.071 0.446 -0.340 -0.032
H -2.794 1.272 0.838 0.005
H -3.997 2.508 0.961 0.001
H -0.435 -3.850 5.584 -0.001
H -1.064 -4.348 -0.070 0.000
H 3.101 2.005 -1.845 -0.001
H 3.343 -1.018 1.228 -0.001
C -1.583 -3.382 3.836 0.001
H -1.210 1.227 -4.694 0.000
H -2.472 -2.835 1.965 -0.001
C -0.366 -2.342 2.040 -0.020
```

=====

Q: What is the 2S+1 in the second record?
A: 3